DFT (the ωB97M-V functional and the def2-TZVPD basis) results for a molecular structure, C3H10N2O3 at a distorted geometry.

Properties
Total energy   -12389.6029 eV
Energy above the lowest of the compared OMol25 structures with the same formula, charge and spin   688.1 kJ/mol
LUMO energy   -4.170 eV
Orbital gap   5.7 eV
Highest occupied orbital energy   -9.843 eV

The geometry in ORCA input format:
```
! wB97M-V def2-TZVPD RIJCOSX def2/J DEFGRID3
* xyz 0 1
C 1.46885 0.04476 1.00661
N 1.30096 0.61582 -0.28274
C 0.00945 0.99474 -0.64602
O -0.49040 -0.13277 -1.45897
O -0.80981 1.36698 0.37433
C 0.53768 -1.17307 1.30790
N 1.00176 -2.14464 0.27032
H 2.50569 -0.33200 1.12500
H 1.39517 0.82173 1.79238
H 0.03457 1.86176 -1.34371
H -1.40311 0.31149 -1.63997
H -0.51573 -0.84933 1.21985
H 0.63108 -1.51327 2.33941
H 0.85364 -1.62075 -0.60780
H 0.32683 -2.88483 0.10215
H -2.84654 1.95075 -1.81958
H -1.64502 1.48461 -0.24341
O -2.35508 1.19802 -1.49576
*
```